Here is a molecular structure, C15H14IrN3O7 from OMol25. Energies are from ωB97M-V with the def2-TZVPD basis set.

Last column: Löwdin spin population.
Element x y z (Å)
Ir -0.44200 0.29433 -1.01723  2.187
C -3.69168 0.27065 0.97878  0.019
C -3.02277 0.43777 -0.34681  0.126
C -2.39114 1.64612 -0.69605  0.067
C -1.77825 1.82667 -1.96244  0.036
C -1.23148 3.16278 -2.38833  0.019
C -1.70460 0.69897 -2.82812  0.051
C -2.34006 -0.53170 -2.50491  0.078
C -2.33447 -1.65660 -3.49143  0.013
C -2.97052 -0.63695 -1.26064  0.144
H -3.03437 -0.26570 1.66824  0.007
H -4.59675 -0.32703 0.87464  0.004
H -3.94612 1.22965 1.42415  0.001
H -2.43112 2.48440 -0.01206  0.003
H -0.14097 3.19388 -2.34730  0.005
H -1.61632 3.95668 -1.75258  0.001
H -1.52248 3.36340 -3.41906  0.002
H -1.24394 0.81175 -3.80299  0.007
H -1.31635 -1.95742 -3.74134  0.004
H -2.80667 -1.32517 -4.41804  0.004
H -2.87368 -2.52175 -3.11460  0.000
H -3.43438 -1.57761 -0.98798  0.005
O 5.42356 -1.39012 4.24238  0.010
N 4.25860 -1.68288 4.17636  0.020
O 3.61026 -2.35437 4.94322  0.037
C 3.52032 -1.15948 2.99828  0.273
C 2.15341 -1.50180 2.88215  0.032
C 1.46669 -1.04300 1.81082  0.104
C 2.09747 -0.21808 0.78023  0.114
O 1.51782 0.15464 -0.25151  0.320
C 3.50436 0.12259 1.01277  0.181
C 4.19764 -0.35707 2.07946  -0.017
N 4.21881 1.04111 0.07813  0.009
O 5.41858 1.01231 0.14254  0.014
O 3.53200 1.74649 -0.62046  0.014
N 0.04648 -1.45471 1.70952  0.012
O -0.60416 -1.21913 0.67214  0.066
O -0.42527 -2.03390 2.63302  0.036
H 1.69021 -2.12780 3.63481  -0.001
H 5.24334 -0.11193 2.22224  -0.003

Forces on the atoms, in the same order (eV/Å):
-0.26 -0.34 -0.23
0.02 0.00 -0.03
0.01 -0.02 0.10
-0.02 0.14 0.07
-0.01 0.13 -0.07
0.00 -0.04 0.03
-0.04 0.10 -0.07
0.17 -0.04 -0.03
0.02 0.01 0.04
-0.04 -0.05 0.07
-0.01 -0.02 -0.01
-0.01 0.01 0.00
0.01 0.00 -0.01
0.00 0.01 -0.01
0.00 -0.02 -0.01
0.01 0.00 0.00
-0.01 0.02 0.00
0.03 -0.02 0.01
0.00 0.02 -0.01
-0.02 -0.01 0.01
0.01 0.00 0.01
0.01 0.00 0.01
0.04 0.04 -0.02
0.05 -0.07 0.06
-0.04 0.01 0.00
-0.12 0.00 -0.01
0.15 0.00 0.05
-0.15 0.11 -0.24
-0.05 -0.16 0.04
0.07 0.19 0.06
-0.09 -0.04 -0.05
0.00 0.00 0.11
-0.04 0.02 0.08
0.04 -0.08 -0.04
-0.02 0.08 0.00
0.27 0.08 -0.03
0.03 0.00 0.04
-0.08 -0.04 0.06
0.05 0.00 0.03
0.01 -0.02 0.01

Summary:
HOMO-LUMO gap (alpha / beta), eV: 7.57 / 6.03
Total charge: +2
2S+1: 5

---

Here is a molecular structure, C15H14IrN5O13S3 at a distorted geometry from OMol25. Energies are from ωB97M-V with the def2-TZVPD basis set.

Last column: Löwdin spin population.
Element x y z (Å)
Ir -0.25954 0.14890 0.65325  0.794
O 1.24401 -0.62480 -0.96302  0.021
S 2.01070 0.62312 -0.88913  0.003
O 3.42034 0.47115 -1.03563  0.018
O 1.60849 1.34787 0.34513  0.114
C 1.47888 1.72139 -2.23713  -0.002
C 2.52192 2.12209 -3.05544  0.001
C 2.26791 3.00325 -4.09444  0.001
C 0.98369 3.46678 -4.31883  0.001
C -0.05432 3.06121 -3.49447  0.001
C 0.20459 2.19281 -2.44336  -0.002
S -1.20148 1.83662 -1.37531  0.001
O -2.32687 2.56009 -1.88237  0.026
O -1.37419 0.38207 -1.29108  0.028
O -0.82191 2.31041 -0.01510  0.127
H 3.50836 1.74129 -2.84450  0.000
H 3.08511 3.32623 -4.71871  0.000
H 0.79436 4.15060 -5.13239  0.000
H -1.06836 3.40402 -3.62569  0.000
O 0.95330 -7.54063 -0.40315  -0.001
N 1.30614 -6.82805 0.49854  -0.001
O 2.02923 -7.11897 1.41589  -0.002
C 0.78215 -5.46245 0.49702  -0.014
C -0.17902 -5.09671 -0.44853  0.004
C -0.74255 -3.84753 -0.39362  -0.014
C -0.41261 -2.88060 0.62040  0.006
O -1.09579 -1.84485 0.79726  -0.015
C 0.69805 -3.26131 1.46311  -0.010
C 1.23006 -4.54545 1.43109  0.003
N 1.24729 -2.33616 2.38273  -0.002
O 2.01790 -2.73018 3.21811  -0.012
O 0.94524 -1.12609 2.30848  -0.010
N -1.71263 -3.45886 -1.40738  -0.001
O -1.79546 -4.19812 -2.35407  -0.003
O -2.33816 -2.44822 -1.22401  0.001
H -0.47889 -5.80922 -1.20986  0.000
H 2.00268 -4.81253 2.14340  0.000
C 0.83679 2.53278 3.19084  -0.001
N -0.37442 3.19977 2.77135  -0.004
C -1.48679 2.58733 2.41263  -0.006
S -1.62326 0.85932 2.66013  -0.046
N -2.55599 3.26353 2.02944  -0.003
C -3.76895 2.65367 1.53611  0.000
H 1.40151 3.20418 3.83525  0.000
H 1.44532 2.24947 2.32606  0.000
H 0.59796 1.62560 3.74290  0.000
H -0.27002 4.17836 2.53124  0.000
H -2.44608 4.24527 1.80391  0.000
H -4.02492 1.78834 2.14774  0.000
H -3.63857 2.32658 0.49934  0.000
H -4.57120 3.38665 1.59588  0.000

Forces on the atoms, in the same order (eV/Å):
-0.42 -2.97 -0.26
-1.83 -0.44 1.29
2.12 1.34 -2.25
-0.45 -0.11 0.31
-1.27 -0.45 1.36
1.16 -0.93 0.79
-0.24 0.02 0.00
0.03 0.00 -0.01
0.06 0.00 -0.04
-0.06 -0.10 0.18
-1.25 0.11 0.18
-0.30 3.39 -1.68
0.34 -0.58 0.02
0.71 -1.86 2.32
0.54 -1.03 0.61
0.08 0.06 -0.14
0.06 0.05 -0.12
-0.07 0.03 -0.04
-0.01 0.11 -0.15
-0.08 -0.47 -0.41
-0.15 0.48 0.10
0.44 -0.30 0.37
-0.51 1.15 0.07
0.27 -0.36 0.15
0.37 0.73 0.99
2.07 -2.42 -0.23
-0.73 4.34 0.48
-1.06 -0.48 -1.22
0.25 -0.26 0.00
0.39 -0.66 0.17
-0.31 0.51 -0.10
-0.30 1.91 -0.31
0.11 -0.42 0.21
-0.22 -0.27 -0.72
-0.59 0.37 -0.43
0.00 0.17 0.05
-0.06 -0.06 -0.14
0.73 -0.37 0.11
-0.21 0.23 -0.43
-0.27 0.46 0.57
0.92 -1.16 -1.82
0.52 0.17 -0.01
-0.55 -0.43 -0.27
-0.04 -0.02 -0.05
-0.04 0.19 0.23
0.01 0.18 0.06
-0.15 -0.04 0.08
0.09 -0.06 0.20
-0.07 0.22 -0.11
-0.10 0.10 0.09
0.05 -0.05 -0.03

Summary:
HOMO-LUMO gap (alpha / beta), eV: 5.47 / 5.96
Total charge: +1
2S+1: 2

---

Here is a single C15H14N4OS molecule at a distorted geometry from OMol25. Energies are from ωB97M-V with the def2-TZVPD basis set.

Last column: Mulliken charge in e.
Element x y z (Å)
C 3.37843 3.49238 -1.15273  -1.186
C 2.19314 2.69489 -0.72435  0.916
C 1.38032 2.05685 -1.69145  -0.754
C 0.30824 1.31836 -1.27676  0.708
S -0.76349 0.41532 -2.37641  -0.143
C 0.15882 -1.17295 -2.35117  -0.975
C 0.51208 -1.53166 -0.92168  0.418
O 1.62691 -1.28257 -0.51081  -0.605
C -0.52810 -2.13866 -0.07195  0.604
C -0.12872 -2.63617 1.17066  -0.399
C -1.05099 -3.19384 2.03178  -0.636
C -2.38687 -3.25377 1.66673  -0.372
C -2.79316 -2.75616 0.43861  -0.947
C -1.87345 -2.20496 -0.43262  -0.063
N 0.06785 1.25108 0.03710  0.685
N -0.88314 0.61214 0.70105  -1.217
C -0.60841 0.86717 1.97450  0.619
C -1.43024 0.33043 3.07997  -1.053
N 0.46905 1.64253 2.16872  -0.771
C 0.91861 1.89743 0.95897  0.461
N 1.95456 2.60805 0.56118  -0.619
H 3.83166 3.95930 -0.28418  0.345
H 3.08294 4.25598 -1.86976  0.340
H 4.10817 2.84181 -1.63227  0.302
H 1.60555 2.13776 -2.74172  0.477
H -0.49062 -1.90195 -2.82900  0.506
H 1.07368 -1.03588 -2.92955  0.514
H 0.91532 -2.56939 1.43895  0.456
H -0.73283 -3.57709 2.98989  0.411
H -3.11264 -3.68326 2.34175  0.396
H -3.83588 -2.79477 0.16029  0.396
H -2.21555 -1.80144 -1.37226  0.338
H -2.23621 -0.27248 2.67255  0.245
H -1.83529 1.15192 3.66726  0.355
H -0.80716 -0.27510 3.73458  0.250

Forces on the atoms, in the same order (eV/Å):
0.05 0.03 -0.01
-0.07 -0.02 0.08
-0.22 -0.11 0.17
-0.20 -0.17 -1.08
0.23 0.12 0.06
0.18 0.43 -0.10
0.23 0.00 -0.34
-0.15 -0.10 -0.07
-0.25 -0.48 0.53
0.04 0.07 -0.25
-0.02 -0.03 0.07
-0.04 0.02 0.01
-0.13 -0.05 0.01
0.31 -0.11 -0.01
1.02 0.94 1.05
-1.10 -0.53 0.13
0.19 0.14 -0.53
-0.05 -0.02 -0.04
0.40 0.29 0.56
-0.98 -0.70 -0.32
0.73 0.50 0.01
0.03 0.03 0.00
0.04 0.07 -0.07
0.09 -0.01 -0.07
-0.03 -0.03 -0.09
-0.04 -0.03 -0.01
-0.08 -0.15 0.12
0.07 0.02 0.02
0.03 -0.04 0.08
-0.06 -0.04 0.05
-0.08 0.00 -0.02
-0.02 0.05 -0.07
-0.07 -0.06 0.05
-0.05 0.02 0.06
-0.01 -0.06 0.06

Summary:
SMILES: Cc1cc(SCC(=O)c2ccccc2)n2nc(C)nc2n1
HOMO-LUMO gap, eV: 8.89
Total charge: 0

---

Here is a single C15H14N6O4 molecule at a distorted geometry from OMol25. Energies are from ωB97M-V with the def2-TZVPD basis set.

Last column: Mulliken charge in e.
Element x y z (Å)
C -1.37954 -3.87615 0.22572  -1.031
N -0.94005 -2.54663 0.63867  0.166
C -1.87440 -1.54268 0.86777  0.378
O -3.05993 -1.81736 0.69998  -0.677
N -1.51678 -0.35895 1.46864  0.222
C -2.52869 0.58719 1.92915  -0.952
C -0.15520 -0.05301 1.54338  -0.413
N 0.21441 0.78865 2.49526  -0.664
N 1.55787 1.03125 2.69525  -0.151
C 2.56426 0.37649 2.02764  0.493
O 3.70469 0.62593 2.30691  -0.688
N 2.27074 -0.49018 1.00628  0.266
O 3.32422 -0.99937 0.20026  -0.426
C 0.84604 -0.74803 0.64111  1.995
C 0.68179 -0.19893 -0.80641  0.197
C 0.85745 -0.93588 -1.95919  -0.985
N 0.62607 -0.09069 -3.02421  0.001
C 0.25365 1.16448 -2.61251  -1.090
C -0.13379 2.33540 -3.32968  -0.846
C -0.49797 3.48198 -2.58907  -0.498
C -0.35748 3.50002 -1.20447  -0.952
C 0.06929 2.34488 -0.52442  0.048
C 0.32110 1.16048 -1.24071  1.309
C 0.41442 -2.20645 0.74958  -0.157
O 1.19524 -3.12595 0.85504  -0.616
H -2.15118 -3.80789 -0.53964  0.358
H -1.79588 -4.37845 1.11516  0.326
H -0.59467 -4.52039 -0.19317  0.353
H -3.25815 0.72003 1.09981  0.348
H -3.07025 0.15654 2.77806  0.313
H -2.16532 1.58914 2.22495  0.347
H 1.89768 1.70031 3.38043  0.248
H 4.15696 -1.05989 0.71020  0.381
H 1.20106 -1.94505 -2.03748  0.545
H 0.67707 -0.40606 -3.99411  0.221
H -0.14555 2.36196 -4.40906  0.394
H -0.76072 4.40547 -3.11957  0.345
H -0.57432 4.40640 -0.62056  0.381
H 0.12585 2.37141 0.54497  0.513

Forces on the atoms, in the same order (eV/Å):
-0.44 -0.67 0.44
1.41 2.47 -0.27
-3.08 -1.29 0.16
0.66 0.57 -0.04
2.12 0.16 -0.91
-1.33 0.19 -0.48
2.09 2.81 3.54
-0.64 -1.29 -1.20
-0.78 -0.91 -1.19
0.35 -0.06 -0.91
1.83 0.20 0.48
-1.32 -0.16 1.72
-1.31 0.31 -0.21
0.24 0.58 -2.06
-0.52 -0.63 -0.32
-0.29 1.85 1.08
0.15 -1.20 -1.63
-0.15 0.92 -1.22
-0.15 0.08 1.05
0.85 -0.69 -1.19
0.26 -0.80 1.15
-0.74 0.79 -0.80
0.05 -0.22 2.38
0.61 -2.88 -0.67
0.51 0.68 0.00
-0.10 0.31 0.23
0.06 0.04 -0.50
0.21 0.77 0.44
0.42 -0.11 0.59
0.12 0.08 -0.14
0.45 -0.94 -0.33
-0.69 -0.28 -0.18
-0.92 0.36 0.63
-0.02 -0.32 -0.34
-0.07 0.35 0.67
-0.07 -0.09 -0.07
-0.02 -0.52 0.17
0.10 -0.47 -0.39
0.16 -0.01 0.33

Summary:
SMILES: CN1C(=O)N(C)C2=NNC(=O)N(O)[C@@]2(c2c[nH]c3ccccc23)C1=O
HOMO-LUMO gap, eV: 8.81
Total charge: 0

---

Here is a single C15H14N6OS molecule at a distorted geometry from OMol25. Energies are from ωB97M-V with the def2-TZVPD basis set.

Last column: Mulliken charge in e.
Element x y z (Å)
N -1.39546 -2.47566 2.47232  -0.972
N -0.53617 -2.18417 1.41843  0.464
C 0.47748 -1.26838 1.41772  0.472
S 0.88690 -0.35964 2.83642  -0.218
C 1.96249 0.83867 2.01865  -0.875
C 1.10909 1.81623 1.20593  0.592
O -0.09335 1.85617 1.29933  -0.634
N 1.88123 2.61297 0.42615  -0.099
C 1.49403 3.67422 -0.40576  0.662
C 0.17068 4.07291 -0.55595  -0.390
C -0.13120 5.14426 -1.37766  -0.565
C 0.86833 5.82375 -2.05235  -0.513
C 2.18618 5.42381 -1.90547  -0.520
C 2.49969 4.35587 -1.08736  -0.507
N 1.06467 -1.23157 0.25195  -0.365
N 0.44697 -2.12141 -0.53103  -0.640
C -0.51239 -2.70574 0.14207  0.333
C -1.36655 -3.74329 -0.38892  0.263
C -2.37173 -4.36624 0.35017  -0.263
C -3.11904 -5.36194 -0.25529  -0.477
C -2.83800 -5.69886 -1.57051  -0.288
N -1.88789 -5.11132 -2.28194  -0.646
C -1.17498 -4.16394 -1.71154  -0.156
H -0.85870 -2.80811 3.27263  0.238
H -1.88509 -1.62631 2.75391  0.241
H 2.64937 0.28273 1.38075  0.411
H 2.50362 1.36539 2.80563  0.549
H 2.87543 2.42860 0.42375  0.203
H -0.60973 3.54656 -0.03345  0.464
H -1.16081 5.44938 -1.48916  0.363
H 0.62390 6.65963 -2.69001  0.376
H 2.97417 5.94518 -2.42827  0.370
H 3.52949 4.04542 -0.97334  0.293
H -2.55853 -4.07454 1.37217  0.586
H -3.90428 -5.86676 0.28627  0.391
H -3.39418 -6.47262 -2.08332  0.365
H -0.40563 -3.70122 -2.31292  0.493

Forces on the atoms, in the same order (eV/Å):
-0.07 0.15 0.41
0.47 0.29 -0.30
0.09 -0.01 0.00
0.27 0.07 0.34
-0.48 -0.40 0.15
0.34 -0.20 0.13
-0.19 0.21 -0.12
0.38 0.10 -0.15
-0.14 0.24 -0.14
-0.15 -0.13 0.12
0.13 0.07 -0.07
-0.07 0.10 -0.08
0.02 -0.02 0.01
-0.05 -0.06 0.04
0.38 0.79 0.99
-0.74 -0.96 -0.78
0.33 0.37 0.18
-0.50 -0.54 -0.15
0.06 -0.01 -0.15
0.06 -0.01 -0.14
-0.25 -0.12 0.26
0.04 -0.17 -0.47
0.17 0.32 0.33
-0.04 0.02 -0.24
0.12 -0.12 -0.16
0.07 0.15 0.01
0.01 -0.04 -0.03
-0.21 -0.08 0.07
-0.01 -0.03 0.02
-0.09 0.01 0.00
-0.02 0.07 -0.06
0.06 0.03 -0.04
0.11 -0.03 0.01
-0.02 -0.04 -0.07
-0.06 -0.05 0.02
-0.10 -0.07 0.04
0.08 0.07 0.00

Summary:
SMILES: Nn1c(SCC(=O)Nc2ccccc2)nnc1-c1cccnc1
HOMO-LUMO gap, eV: 8.62
Total charge: 0

---

Here is a molecular structure, C15H15BN2OS from OMol25. Energies are from ωB97M-V with the def2-TZVPD basis set.

Last column: Mulliken charge in e.
Element x y z (Å)
C 2.06446 -2.21866 2.01363  -0.971
B 1.53361 -1.94079 0.54953  0.368
O 1.00343 -2.95045 -0.19596  -0.661
C 1.64214 -0.50754 -0.09373  -0.275
C 0.90126 0.59373 0.22120  0.982
C -0.22614 0.54575 1.23341  -0.991
C -1.57206 0.82932 0.60217  0.442
C -2.05886 2.13459 0.62742  -0.724
C -3.25298 2.47756 0.02797  -0.697
C -3.99231 1.50171 -0.62074  -0.588
C -3.52890 0.19872 -0.63088  -0.652
C -2.32686 -0.15836 -0.02987  0.992
C -1.89135 -1.59567 -0.10193  -1.523
C 1.16633 1.87058 -0.39206  -0.571
C 2.12970 2.05022 -1.32280  -1.022
C 2.90672 0.92383 -1.69774  0.519
N 3.89329 0.89074 -2.59947  -0.729
S 4.43911 -0.62213 -2.61021  0.123
N 3.48891 -1.29449 -1.51352  -0.527
C 2.66366 -0.33622 -1.07581  1.114
H 2.45606 -3.23584 2.08570  0.334
H 1.27195 -2.10185 2.75284  0.307
H 2.87762 -1.53488 2.25355  0.291
H 1.29940 -3.81941 0.09081  0.272
H -0.22947 -0.41287 1.74629  0.289
H -0.05564 1.34260 1.95846  0.601
H -1.48531 2.89718 1.13980  0.374
H -3.60623 3.49877 0.05668  0.383
H -4.92901 1.75011 -1.09911  0.389
H -4.10267 -0.57367 -1.12729  0.417
H -2.75184 -2.26190 -0.09262  0.523
H -1.25390 -1.88300 0.73078  0.184
H -1.33760 -1.78777 -1.02205  0.303
H 0.55754 2.71265 -0.09525  0.297
H 2.30594 3.01743 -1.76918  0.427

Forces on the atoms, in the same order (eV/Å):
0.35 -0.06 -0.56
-0.03 -0.10 0.44
0.40 0.10 -0.41
-0.30 -0.16 -0.03
0.04 0.12 0.06
-0.04 0.29 -0.26
0.00 0.03 0.01
0.12 -0.01 0.12
-0.14 0.08 -0.15
-0.01 -0.04 0.05
-0.07 0.02 -0.09
-0.05 -0.17 0.00
0.04 0.03 -0.01
-0.10 -0.24 0.06
-0.01 0.14 -0.06
0.09 0.01 -0.09
0.05 -0.13 0.03
0.01 0.20 -0.05
-0.02 -0.14 0.07
0.06 0.08 -0.12
-0.06 -0.08 0.17
-0.05 0.04 0.07
-0.04 0.06 0.20
-0.29 -0.06 0.21
0.03 0.01 0.13
0.10 -0.14 0.23
0.02 0.04 0.04
0.00 0.05 0.03
-0.04 0.01 -0.03
-0.07 -0.02 -0.01
-0.09 0.01 -0.03
0.01 -0.01 -0.02
0.10 -0.03 0.05
-0.06 0.05 0.02
0.07 0.02 -0.07

Summary:
HOMO-LUMO gap, eV: 8.51
Total charge: 0

---

One value per record, in order, for energy relative to the best compared isomer or geometry (same formula, charge and spin): 8.6; 85.8; 21.8; 0.0; 0.1; 0.0 kcal/mol.